{
  "formula": "C66H79F8IO6Si2",
  "method": "ωB97M-V/def2-TZVPD",
  "e_homo_ev": -8.68,
  "gap_ev": 9.2181,
  "charge": 0,
  "total_energy_ev": -127604.5398,
  "symbols": ["C", "C", "C", "C", "Si", "C", "C", "C", "O", "O", "Si", "C", "C", "O", "C", "O", "C", "O", "C", "C", "O", "C", "C", "C", "C", "C", "I", "H", "H", "H", "H", "H", "H", "H", "H", "H", "H", "H", "H", "H", "H", "H", "H", "H", "H", "H", "H", "H", "H", "H", "H", "H", "H", "H", "H", "H", "H", "H", "H", "H", "H", "H", "H", "H", "H", "H", "F", "C", "C", "C", "C", "C", "C", "H", "H", "H", "H", "H", "F", "C", "C", "C", "C", "C", "C", "H", "H", "H", "H", "H", "F", "C", "C", "C", "C", "C", "C", "H", "H", "H", "H", "H", "F", "C", "C", "C", "C", "C", "C", "H", "H", "H", "H", "H", "F", "C", "C", "C", "C", "C", "C", "H", "H", "H", "H", "H", "F", "C", "C", "C", "C", "C", "C", "H", "H", "H", "H", "H", "F", "C", "C", "C", "C", "C", "C", "H", "H", "H", "H", "H", "F", "C", "C", "C", "C", "C", "C", "H", "H", "H", "H", "H"],
  "positions_angstrom": [[-11.1620, -2.5871, 5.9515], [-11.0953, -2.3374, 4.4225], [-9.9370, -3.1058, 3.7396], [-9.1230, -2.1971, 2.7812], [-7.2696, -2.1343, 3.1659], [-7.0726, -1.2221, 4.8036], [-7.2487, -2.0961, 6.0910], [-6.7237, -3.5171, 5.9937], [-6.5954, -4.0203, 7.3348], [-6.5505, -1.3900, 1.8435], [-4.8711, -1.4157, 1.7130], [-4.1187, -3.0947, 1.3094], [-4.1928, -4.1995, 2.3789], [-2.9486, -4.9355, 2.4122], [-3.1858, -6.2733, 2.5688], [-3.2391, -6.7610, 3.6153], [-4.5425, -0.3580, 0.1455], [-3.2817, -0.6436, -0.4657], [-2.5532, 0.5093, -0.8576], [-1.1949, 0.5677, -0.1236], [-0.8079, -0.7093, 0.3143], [0.6100, -0.7377, 0.3843], [1.1458, -2.0822, 0.8465], [-4.0223, -0.4663, 3.1387], [-3.4952, -1.2855, 4.3289], [-3.2774, -0.3085, 5.5062], [-1.5331, -2.1010, 3.9484], [-12.1634, -2.3643, 6.3072], [-10.8759, -3.6151, 6.1421], [-10.4981, -1.8697, 6.4241], [-11.0163, -1.2606, 4.2901], [-12.0261, -2.6351, 3.9484], [-10.4148, -3.8584, 3.1182], [-9.3242, -3.6496, 4.4560], [-9.4601, -1.1629, 2.8543], [-9.2610, -2.4569, 1.7352], [-6.8433, -3.5501, 3.2336], [-6.1338, -0.6890, 4.9239], [-7.8646, -0.4733, 4.8377], [-6.6801, -1.6094, 6.8780], [-8.2807, -2.1485, 6.4224], [-7.3864, -4.1941, 5.4575], [-5.7361, -3.5940, 5.5305], [-5.7060, -4.3648, 7.4485], [-4.5638, -3.4960, 0.4030], [-3.0637, -2.9121, 1.1043], [-4.9516, -4.9156, 2.0498], [-4.5040, -3.8776, 3.3696], [-3.2929, -6.8364, 1.6322], [-4.6576, 0.6831, 0.4544], [-5.3160, -0.6693, -0.5656], [-2.3243, 0.3833, -1.9180], [-3.1282, 1.4277, -0.7724], [-1.2821, 1.2508, 0.7325], [-0.4555, 0.9674, -0.8214], [0.9553, 0.0720, 1.0332], [1.0354, -0.5519, -0.6072], [1.3576, -2.0864, 1.9135], [0.4522, -2.8808, 0.6138], [2.0863, -2.2583, 0.3354], [-3.2083, 0.1143, 2.7089], [-4.7600, 0.2581, 3.4949], [-4.1833, -2.0348, 4.7043], [-2.4838, 0.3974, 5.2980], [-3.0813, -0.8821, 6.4083], [-4.2178, 0.2115, 5.6909], [2.7278, 1.5038, 0.1896], [2.7711, 2.4613, -0.7622], [2.7864, 2.0860, -2.0898], [2.8351, 3.0696, -3.0664], [2.8756, 4.4097, -2.7010], [2.8609, 4.7659, -1.3604], [2.8040, 3.7859, -0.3792], [2.7650, 1.0349, -2.3509], [2.8452, 2.7926, -4.1097], [2.9195, 5.1718, -3.4603], [2.8971, 5.8101, -1.0770], [2.7866, 4.0428, 0.6728], [5.9503, 3.3682, -2.8083], [6.7304, 3.0149, -1.7678], [7.0402, 3.9587, -0.8078], [7.8354, 3.5889, 0.2675], [8.3157, 2.2896, 0.3635], [7.9969, 1.3559, -0.6141], [7.1942, 1.7175, -1.6859], [6.6601, 4.9680, -0.9032], [8.0796, 4.3154, 1.0314], [8.9384, 2.0048, 1.2018], [8.3717, 0.3469, -0.5421], [6.9273, 1.0012, -2.4524], [-4.6916, 1.9124, -2.9887], [-5.9944, 1.6518, -3.2080], [-6.9098, 1.9156, -2.2089], [-8.2515, 1.6494, -2.4382], [-8.6576, 1.1166, -3.6540], [-7.7217, 0.8539, -4.6447], [-6.3796, 1.1270, -4.4249], [-6.5717, 2.3235, -1.2652], [-8.9808, 1.8575, -1.6666], [-9.7047, 0.9062, -3.8286], [-8.0367, 0.4348, -5.5912], [-5.6355, 0.9364, -5.1871], [1.5708, -2.6764, -2.2582], [1.5771, -3.9826, -2.5844], [0.7096, -4.8409, -1.9389], [0.7159, -6.1851, -2.2803], [1.5913, -6.6536, -3.2508], [2.4588, -5.7758, -3.8856], [2.4506, -4.4285, -3.5557], [0.0400, -4.4570, -1.1803], [0.0367, -6.8683, -1.7877], [1.5965, -7.7039, -3.5120], [3.1440, -6.1404, -4.6395], [3.1135, -3.7266, -4.0447], [6.0795, 2.3017, 5.6489], [4.8381, 1.7827, 5.5535], [4.2417, 1.6893, 4.3121], [2.9668, 1.1506, 4.2188], [2.3045, 0.7231, 5.3601], [2.9180, 0.8285, 6.6007], [4.1972, 1.3580, 6.7008], [4.7718, 2.0342, 3.4321], [2.4910, 1.0646, 3.2546], [1.3078, 0.3069, 5.2786], [2.4011, 0.4984, 7.4923], [4.6968, 1.4416, 7.6571], [8.7399, -1.3578, -1.9676], [10.0430, -1.7067, -1.9518], [11.0006, -0.7249, -2.1068], [12.3403, -1.0841, -2.0852], [12.7019, -2.4140, -1.9194], [11.7232, -3.3871, -1.7694], [10.3822, -3.0331, -1.7802], [10.6969, 0.3054, -2.2423], [13.1025, -0.3248, -2.1984], [13.7477, -2.6917, -1.9069], [12.0042, -4.4242, -1.6438], [9.6043, -3.7752, -1.6566], [3.7898, 7.1275, -3.5936], [4.9453, 7.8126, -3.4806], [4.9499, 9.1736, -3.7071], [6.1430, 9.8706, -3.5832], [7.3104, 9.1988, -3.2460], [7.2853, 7.8279, -3.0272], [6.0936, 7.1272, -3.1399], [4.0303, 9.6769, -3.9761], [6.1615, 10.9393, -3.7505], [8.2402, 9.7448, -3.1543], [8.1953, 7.3023, -2.7689], [6.0494, 6.0589, -2.9674], [1.4688, 2.7890, -6.0266], [1.7206, 1.8726, -6.9818], [2.8486, 1.0835, -6.8757], [3.1029, 0.1379, -7.8580], [2.2356, 0.0004, -8.9331], [1.1090, 0.8061, -9.0243], [0.8440, 1.7469, -8.0402], [3.5171, 1.2112, -6.0337], [3.9794, -0.4920, -7.7844], [2.4386, -0.7356, -9.7001], [0.4345, 0.7022, -9.8639], [-0.0330, 2.3788, -8.0889]],
  "atomic_forces_ev_per_a": [[-0.21, 0.48, -1.19], [0.20, -0.36, 0.84], [-0.62, 0.82, -0.83], [0.83, 0.05, 0.39], [-1.53, 0.23, -0.78], [-0.25, -0.63, 0.52], [0.46, 0.04, -0.65], [0.45, -0.34, 0.91], [-0.07, -0.02, -0.02], [0.92, -0.54, 1.18], [0.68, 0.92, -1.37], [-0.22, -0.25, 1.08], [-0.23, -0.33, -1.07], [-0.20, 0.16, -0.33], [0.40, 1.63, -2.18], [-0.22, -1.88, 3.09], [-0.30, -1.23, 0.39], [-0.40, 0.84, 0.65], [0.90, -1.06, -0.61], [-1.02, 0.39, 0.20], [0.44, -0.07, -0.26], [0.24, -0.29, -0.01], [0.00, 0.41, 0.31], [-0.37, -1.30, -0.34], [0.38, 1.93, 0.70], [-0.58, -0.84, 0.04], [-0.37, -0.24, -0.12], [-0.11, -0.23, 0.24], [-0.06, -0.08, 0.46], [0.26, -0.26, 0.34], [0.14, 0.07, -0.27], [-0.19, -0.02, 0.01], [0.14, -0.36, 0.04], [0.12, 0.14, 0.19], [-0.14, 0.12, 0.04], [0.02, -0.21, -0.13], [0.36, 0.04, 0.05], [0.10, 0.04, -0.28], [0.04, 0.23, -0.22], [-0.04, -0.01, 0.26], [-0.17, 0.09, -0.05], [-0.13, 0.09, -0.20], [-0.06, 0.29, -0.31], [-0.09, -0.05, 0.02], [0.01, 0.19, -0.29], [0.08, 0.25, -0.08], [-0.29, 0.10, 0.17], [0.44, 0.05, 0.25], [0.00, 0.12, -0.26], [-0.03, 0.19, -0.37], [-0.26, 0.53, -0.06], [-0.13, 0.00, -0.14], [-0.02, 0.10, 0.25], [0.24, 0.01, 0.10], [0.06, 0.19, 0.02], [0.06, -0.01, 0.07], [-0.20, 0.21, -0.13], [-0.16, -0.11, 0.14], [-0.12, -0.14, -0.08], [0.12, -0.20, -0.06], [0.15, 0.00, -0.12], [-0.02, 0.02, 0.10], [0.12, -0.49, -0.40], [0.09, 0.15, 0.05], [0.40, 0.11, 0.16], [-0.03, 0.27, -0.04], [0.07, 0.02, 0.06], [0.04, 0.19, -0.17], [0.00, -0.29, -0.11], [0.01, 0.14, 0.26], [-0.08, -0.14, -0.10], [0.01, -0.09, -0.10], [0.02, 0.08, 0.28], [-0.01, 0.00, 0.04], [-0.02, 0.00, 0.01], [-0.02, -0.03, -0.03], [-0.01, 0.00, 0.01], [0.01, -0.04, -0.02], [0.06, 0.05, -0.04], [0.13, -0.08, 0.26], [-0.09, 0.23, -0.03], [0.02, -0.13, -0.06], [0.03, 0.01, 0.05], [0.00, 0.22, 0.15], [-0.05, -0.18, -0.20], [-0.04, -0.03, 0.01], [-0.01, 0.02, -0.02], [-0.01, -0.01, -0.01], [-0.05, -0.01, 0.00], [0.00, 0.02, 0.00], [0.04, 0.02, 0.01], [-0.27, -0.06, -0.03], [0.07, 0.10, 0.23], [0.04, -0.06, -0.14], [-0.10, -0.02, -0.01], [-0.03, 0.05, 0.13], [0.16, -0.06, -0.19], [0.03, 0.00, -0.02], [0.03, -0.01, 0.02], [0.01, 0.00, 0.00], [0.02, 0.01, -0.01], [0.02, 0.00, 0.04], [0.01, 0.07, -0.03], [-0.01, -0.29, -0.06], [-0.18, 0.08, 0.19], [0.13, 0.03, -0.10], [-0.01, -0.10, -0.02], [-0.10, -0.02, 0.09], [0.17, 0.15, -0.11], [0.00, 0.04, -0.03], [0.00, 0.02, 0.02], [0.00, 0.01, 0.00], [0.00, 0.03, -0.01], [-0.01, 0.02, 0.03], [0.00, 0.00, 0.00], [-0.26, -0.11, -0.01], [0.15, 0.10, -0.23], [0.05, 0.01, 0.18], [-0.16, -0.06, 0.02], [0.04, 0.03, -0.15], [0.09, 0.02, 0.21], [0.00, -0.03, 0.05], [-0.03, 0.01, -0.14], [0.02, -0.01, 0.01], [0.03, 0.00, 0.00], [0.02, 0.02, -0.03], [-0.06, -0.10, -0.07], [0.34, -0.07, -0.01], [-0.07, 0.28, -0.03], [-0.04, -0.16, 0.02], [0.09, -0.01, 0.00], [0.04, 0.14, -0.02], [-0.19, -0.19, 0.03], [-0.03, -0.02, 0.02], [-0.02, 0.01, -0.01], [-0.01, 0.00, 0.00], [-0.03, 0.00, 0.01], [-0.01, 0.03, -0.02], [-0.02, 0.22, -0.04], [0.31, 0.13, 0.04], [-0.24, 0.13, -0.06], [0.09, -0.14, 0.03], [0.07, 0.06, 0.01], [-0.07, 0.13, -0.02], [0.02, -0.29, 0.07], [-0.01, -0.03, 0.01], [-0.02, -0.01, -0.01], [-0.01, -0.01, 0.00], [-0.02, -0.02, 0.01], [-0.05, 0.00, -0.07], [-0.03, 0.02, -0.04], [0.06, -0.20, -0.21], [0.15, 0.03, 0.21], [-0.12, 0.05, -0.07], [0.03, -0.07, -0.07], [0.12, -0.04, 0.07], [-0.21, 0.14, -0.03], [-0.02, 0.01, 0.00], [0.01, 0.02, 0.02], [-0.01, 0.01, 0.01], [-0.02, 0.01, 0.02], [0.03, 0.02, 0.03]]
}

=====

{
  "formula": "C38H25Cl2N9O5S2Sr",
  "method": "ωB97M-V/def2-TZVPD",
  "e_homo_ev": -2.28,
  "gap_ev": 6.1441,
  "e_above_lowest_ev": 0.921,
  "charge": -2,
  "total_energy_ev": -111017.6463,
  "symbols": ["Sr", "Cl", "C", "C", "C", "N", "C", "O", "C", "C", "C", "C", "C", "N", "C", "C", "C", "Cl", "N", "C", "O", "C", "C", "C", "C", "C", "N", "H", "H", "H", "H", "H", "H", "H", "H", "H", "H", "S", "C", "N", "N", "C", "C", "C", "C", "C", "C", "N", "N", "C", "C", "C", "C", "C", "C", "H", "H", "H", "H", "H", "H", "H", "H", "H", "H", "H", "O", "C", "N", "S", "O", "O", "C", "C", "C", "C", "C", "C", "H", "H", "H", "H"],
  "positions_angstrom": [[1.2489, 0.2502, -0.4750], [2.6045, -5.5669, 4.0145], [2.3950, -4.6327, 2.5506], [1.9138, -3.3397, 2.6493], [1.6960, -2.5272, 1.5286], [1.1351, -1.2456, 1.6130], [0.6630, -0.7704, 2.7693], [0.6764, -1.2681, 3.9094], [-0.0040, 0.6039, 2.7024], [-0.3011, 1.2359, 3.9094], [-0.9100, 2.4751, 3.8858], [-1.2254, 3.0524, 2.6638], [-0.9107, 2.3545, 1.5128], [-0.3121, 1.1632, 1.5339], [2.0332, -3.0587, 0.2380], [2.5076, -4.3770, 0.1809], [2.6829, -5.1579, 1.3103], [3.2745, -6.7930, 1.1211], [1.8723, -2.2483, -0.9000], [2.1608, -2.7101, -2.1193], [2.5289, -3.8402, -2.4885], [2.0221, -1.7030, -3.2660], [2.2149, -2.1619, -4.5679], [2.1123, -1.2682, -5.6167], [1.8232, 0.0633, -5.3513], [1.6407, 0.4412, -4.0335], [1.7399, -0.4249, -3.0246], [1.6662, -2.9463, 3.6191], [-0.0416, 0.7282, 4.8259], [-1.1373, 2.9901, 4.8124], [-1.7018, 4.0216, 2.5982], [-1.1393, 2.7422, 0.5253], [2.7432, -4.7961, -0.7810], [2.4423, -3.2079, -4.7091], [2.2560, -1.6050, -6.6372], [1.7327, 0.7947, -6.1431], [1.4028, 1.4653, -3.7674], [-1.1422, 1.6286, -2.0440], [-2.4106, 0.5201, -1.7396], [-3.5718, 0.5767, -2.3011], [-4.4849, -0.4626, -1.9125], [-5.5416, -0.0842, -1.0847], [-5.4536, 1.0136, -0.2281], [-6.5081, 1.3155, 0.6204], [-7.6627, 0.5439, 0.6390], [-7.7527, -0.5482, -0.2176], [-6.7076, -0.8579, -1.0706], [-2.0042, -0.5249, -0.8401], [-2.6874, -0.5835, 0.1884], [-2.3319, -1.6361, 1.0844], [-2.8158, -1.5275, 2.3793], [-2.5123, -2.5079, 3.3118], [-1.7473, -3.6034, 2.9417], [-1.2830, -3.7208, 1.6357], [-1.5696, -2.7384, 0.7054], [-4.8323, -0.8823, -2.7642], [-4.5531, 1.6101, -0.2326], [-6.4184, 2.1683, 1.2833], [-8.4771, 0.7846, 1.3112], [-8.6426, -1.1671, -0.2196], [-6.7767, -1.7189, -1.7275], [-3.4085, -0.6574, 2.6365], [-2.8518, -2.4052, 4.3351], [-1.4837, -4.3555, 3.6749], [-0.6589, -4.5610, 1.3553], [-1.1850, -2.7953, -0.3045], [2.2681, 3.9753, -2.9958], [2.7550, 3.6878, -1.9151], [2.3274, 2.7529, -1.0350], [3.2729, 2.6114, 0.2433], [2.6200, 2.9775, 1.4711], [3.8271, 1.2683, 0.2211], [4.4573, 3.8512, -0.2143], [5.5914, 4.3068, 0.4269], [6.3026, 5.3305, -0.1880], [5.8726, 5.8658, -1.4009], [4.7254, 5.3909, -2.0262], [4.0190, 4.3730, -1.4137], [5.9082, 3.8805, 1.3698], [7.2005, 5.7177, 0.2776], [6.4450, 6.6627, -1.8604], [4.3771, 5.7914, -2.9695]],
  "atomic_forces_ev_per_a": [[-0.48, -0.26, -0.28], [0.00, 0.00, 0.00], [0.01, -0.03, -0.05], [0.00, 0.03, 0.00], [-0.03, 0.00, 0.09], [0.03, 0.11, -0.09], [0.09, -0.13, 0.04], [0.01, 0.03, 0.00], [-0.06, 0.08, 0.08], [-0.01, 0.00, -0.03], [0.00, 0.00, 0.00], [-0.04, -0.02, 0.02], [-0.01, -0.01, -0.04], [0.33, -0.11, -0.15], [-0.03, -0.08, -0.05], [0.01, 0.01, -0.04], [-0.01, 0.03, 0.08], [0.00, 0.00, 0.00], [0.07, 0.17, 0.04], [-0.03, -0.03, 0.05], [-0.01, -0.01, -0.03], [-0.03, 0.05, -0.07], [0.00, -0.01, -0.01], [0.00, 0.01, 0.00], [0.00, -0.01, -0.03], [0.01, -0.04, 0.02], [0.01, 0.09, 0.37], [0.00, 0.00, 0.00], [0.00, -0.01, 0.00], [0.00, 0.00, 0.00], [0.00, 0.00, 0.00], [0.01, 0.01, 0.01], [0.00, 0.01, 0.00], [0.00, 0.00, 0.01], [0.00, 0.00, 0.00], [0.00, 0.01, 0.01], [0.00, 0.01, 0.00], [0.03, 0.08, 0.04], [0.14, 0.08, -0.04], [-0.02, -0.06, 0.04], [-0.09, 0.08, 0.02], [0.20, -0.07, -0.15], [-0.01, 0.06, 0.06], [0.04, -0.03, -0.03], [-0.05, -0.01, 0.01], [0.07, 0.02, -0.02], [-0.09, -0.02, 0.02], [-0.21, -0.16, -0.01], [0.04, 0.13, 0.04], [0.10, -0.17, -0.04], [-0.04, 0.05, -0.01], [-0.01, -0.01, 0.03], [0.01, 0.01, -0.03], [-0.01, -0.01, 0.04], [-0.01, 0.06, -0.03], [0.02, -0.03, 0.04], [0.00, -0.01, 0.00], [0.00, 0.00, 0.00], [0.00, 0.00, 0.00], [0.00, 0.00, 0.00], [0.00, 0.00, 0.00], [0.01, -0.01, 0.00], [0.00, 0.01, -0.01], [0.00, 0.00, 0.00], [-0.01, 0.01, -0.01], [0.01, -0.01, 0.00], [-0.04, -0.04, 0.03], [0.15, 0.06, 0.00], [-0.21, 0.09, -0.07], [-0.03, -0.03, -0.19], [0.02, 0.18, 0.19], [0.14, -0.04, 0.15], [-0.01, -0.09, -0.04], [0.00, -0.02, 0.03], [-0.02, 0.00, -0.02], [-0.01, 0.00, -0.01], [0.04, 0.03, 0.00], [0.02, -0.01, 0.00], [0.01, 0.01, 0.00], [0.00, -0.01, 0.01], [0.00, 0.00, 0.00], [-0.01, -0.01, 0.00]]
}